# 1
C69H70As2CsN7O11S3Se2 | ωB97M-V with the def2-TZVPD basis set

electronic energy: -391055.2921 eV
HOMO-LUMO gap: 2.9 eV
total charge: -2
spin multiplicity: 1

Element x y z (Å)
Cs -0.137 1.321 0.809
C -2.660 5.723 1.823
C -1.389 5.110 1.293
N -0.632 4.343 1.988
N -0.908 4.142 3.285
C -0.710 2.934 3.778
O -0.520 1.870 3.134
C -0.815 2.874 5.278
C -1.411 3.885 6.030
C -1.501 3.774 7.409
C -0.985 2.658 8.056
C -0.373 1.657 7.316
C -0.295 1.761 5.935
C -0.980 5.342 -0.098
C -1.726 6.146 -0.965
C -1.328 6.270 -2.285
C -0.206 5.585 -2.720
C 0.482 4.817 -1.787
N 0.126 4.714 -0.520
H -2.750 5.444 2.870
H -3.533 5.346 1.286
H -2.639 6.813 1.741
H -1.808 4.745 5.510
H -1.988 4.552 7.985
H -1.075 2.562 9.132
H 0.028 0.784 7.818
H 0.156 0.979 5.337
H -2.610 6.658 -0.609
H -1.901 6.883 -2.970
H 0.112 5.621 -3.753
H 1.357 4.238 -2.070
O 0.886 0.905 -6.468
C -0.428 0.573 -6.870
C -1.409 0.179 -5.745
C -2.524 -0.655 -6.398
O -2.082 -1.919 -6.875
C -0.715 -0.651 -4.660
Se -0.163 0.383 -3.038
C -2.065 1.391 -5.089
Se -0.686 2.425 -4.139
H 0.810 1.620 -5.811
H -0.324 -0.283 -7.540
H -0.876 1.405 -7.436
H -2.909 -0.127 -7.275
H -3.344 -0.782 -5.682
H -1.779 -2.425 -6.113
H 0.159 -1.177 -5.050
H -1.417 -1.361 -4.212
H -2.763 1.057 -4.319
H -2.583 2.037 -5.801
N 2.213 1.842 -0.949
S 3.466 1.800 -0.230
N 4.580 0.584 -0.573
S 4.087 -0.882 -0.531
N 2.896 -1.177 0.399
S 1.338 -1.618 -0.031
N 0.491 -0.659 -0.692
C 1.637 -3.169 -0.911
C 1.047 -3.337 -2.147
C 1.235 -4.526 -2.833
C 2.005 -5.535 -2.270
C 2.602 -5.355 -1.027
C 2.417 -4.167 -0.340
C 0.846 -2.249 1.580
C 1.382 -1.721 2.749
C 0.996 -2.252 3.966
C 0.075 -3.294 4.009
C -0.463 -3.803 2.836
C -0.082 -3.279 1.610
C 3.929 -1.413 -2.224
C 3.298 -0.533 -3.089
C 3.162 -0.891 -4.420
C 3.664 -2.107 -4.868
C 4.296 -2.977 -3.987
C 4.429 -2.637 -2.654
C 5.435 -1.828 0.105
C 6.653 -1.878 -0.571
C 7.719 -2.544 0.000
C 7.589 -3.145 1.248
C 6.377 -3.067 1.926
C 5.302 -2.410 1.362
C 4.639 3.148 -0.540
C 5.736 3.387 0.275
C 6.632 4.386 -0.070
C 6.435 5.137 -1.222
C 5.332 4.890 -2.029
C 4.434 3.893 -1.687
C 3.484 1.743 1.593
C 2.567 2.514 2.289
C 2.531 2.445 3.675
C 3.392 1.598 4.355
C 4.318 0.837 3.653
C 4.374 0.917 2.270
H 0.429 -2.528 -2.528
H 0.772 -4.672 -3.800
H 2.137 -6.477 -2.791
H 3.197 -6.149 -0.590
H 2.855 -4.004 0.638
H 2.099 -0.910 2.690
H 1.403 -1.842 4.884
H -0.249 -3.692 4.962
H -1.216 -4.578 2.871
H -0.527 -3.649 0.692
H 2.903 0.404 -2.707
H 2.657 -0.226 -5.109
H 3.551 -2.380 -5.910
H 4.670 -3.931 -4.335
H 4.905 -3.312 -1.956
H 6.744 -1.394 -1.535
H 8.665 -2.594 -0.524
H 8.429 -3.663 1.693
H 6.276 -3.524 2.902
H 4.347 -2.330 1.871
H 5.887 2.796 1.168
H 7.493 4.579 0.559
H 7.138 5.917 -1.485
H 5.175 5.474 -2.927
H 3.564 3.669 -2.296
H 1.882 3.164 1.756
H 1.812 3.046 4.215
H 3.338 1.527 5.435
H 4.997 0.176 4.179
H 5.103 0.345 1.717
C -2.099 -4.254 -2.429
O -2.105 -3.631 -1.172
C -2.357 -2.228 -1.192
O -2.209 -1.649 -2.297
C -2.709 -1.739 0.058
C -3.118 -2.643 1.147
As -4.758 -3.477 0.565
C -5.534 -4.471 2.099
C -5.763 -1.755 0.772
C -5.269 -0.529 0.544
As -3.339 0.053 0.420
C -3.575 0.937 -1.342
C -6.133 0.667 0.488
O -5.974 1.645 1.179
O -7.121 0.738 -0.458
C -7.196 -0.190 -1.535
C -7.184 -1.964 1.069
O -7.890 -2.838 0.602
O -7.662 -1.098 1.993
C -9.001 -1.311 2.399
C -2.966 -2.334 2.502
O -3.453 -2.913 3.497
O -2.155 -1.224 2.719
C -2.179 -0.738 4.051
H -1.594 -5.216 -2.310
H -1.572 -3.651 -3.175
H -3.123 -4.427 -2.784
H -4.976 -5.403 2.206
H -6.576 -4.710 1.879
H -5.444 -3.898 3.018
H -3.914 0.238 -2.104
H -2.613 1.349 -1.652
H -4.286 1.759 -1.224
H -7.426 0.385 -2.434
H -7.990 -0.919 -1.362
H -6.262 -0.729 -1.684
H -9.241 -0.502 3.084
H -9.100 -2.275 2.902
H -9.680 -1.297 1.545
H -1.605 0.183 4.046
H -1.749 -1.464 4.745
H -3.205 -0.535 4.369


# 2
C5H26N10O8 | ωB97M-V with the def2-TZVPD basis set

electronic energy: -36880.4783 eV
HOMO-LUMO gap (spin up / spin down): 8.6 / 2.6 eV
total charge: +1
spin multiplicity: 2
⟨S²⟩: 0.76

Element x y z (Å)
O -6.918 2.999 14.411
H -6.681 3.546 15.159
H -6.895 3.594 13.661
O -7.658 8.835 14.443
H -8.485 9.221 14.153
H -7.917 8.073 14.961
O -5.887 7.476 10.934
H -6.814 7.714 10.975
H -5.784 6.797 11.600
C -4.914 5.983 13.724
O -5.854 5.300 13.352
N -3.637 5.670 13.543
N -4.962 7.193 13.996
H -3.421 4.749 13.189
H -2.924 6.268 13.934
H -5.853 7.620 14.206
H -4.129 7.755 14.095
C -6.193 3.564 9.193
O -5.496 2.707 8.691
N -6.066 4.079 10.391
N -7.314 3.958 8.685
H -5.149 3.930 10.785
H -6.748 4.734 10.746
H -7.759 4.643 9.278
H -7.532 3.731 7.725
C -3.145 2.862 11.214
O -3.207 3.900 10.548
N -3.685 1.746 10.812
N -2.431 2.662 12.273
H -4.252 1.699 9.978
H -3.588 0.932 11.403
H -1.790 3.328 12.680
H -2.527 1.726 12.639
C -6.939 11.380 16.828
O -6.511 11.915 17.854
N -6.182 10.668 16.064
N -8.157 11.412 16.347
H -6.585 10.130 15.310
H -5.186 10.699 16.230
H -8.474 10.922 15.523
H -8.842 11.826 16.962
C -3.107 9.295 12.623
O -3.517 9.041 11.483
N -3.773 10.036 13.350
N -1.995 8.887 13.158
H -3.627 9.984 14.348
H -4.707 10.207 13.006
H -1.296 8.339 12.677
H -1.699 9.216 14.066


# 3
C3H4O5S | ωB97M-V with the def2-TZVPD basis set

electronic energy: -24246.8300 eV
HOMO-LUMO gap: 11.9 eV
SMILES string: C[C@@H]1OS(=O)(=O)OC1=O
spin multiplicity: 1

Element x y z (Å)
C 0.507 0.014 -0.431
C -0.111 -1.341 -0.206
C 1.592 0.419 0.633
O -1.358 -1.107 0.275
O -2.487 0.346 -1.389
O 0.389 -2.385 -0.428
O -0.387 1.018 -0.319
O -2.706 1.248 0.811
S -1.881 0.519 -0.108
H 0.906 -0.040 -1.423
H 1.798 1.489 0.544
H 2.442 -0.200 0.489
H 1.296 0.019 1.553


# 4
C17H26FeIO2P2 | ωB97M-V with the def2-TZVPD basis set

electronic energy: -83192.9550 eV
HOMO-LUMO gap (spin up / spin down): 6.9 / 5.3 eV
total charge: +2
spin multiplicity: 6
⟨S²⟩: 8.81

Element x y z (Å)
C -3.991 -0.983 2.148
C -2.679 -1.467 1.600
H -4.530 -1.819 2.604
H -4.589 -0.538 1.338
H -3.821 -0.225 2.918
O -2.371 -2.664 1.515
I -1.541 -0.349 -3.140
Fe -1.444 -0.328 -0.756
P -1.609 1.847 -0.386
C -0.600 2.767 0.823
C -1.370 2.862 -1.902
H -1.645 3.896 -1.677
H -3.574 3.235 -0.133
H -1.981 2.452 -2.710
H -4.026 1.534 -0.442
H 0.444 2.458 0.719
H -0.326 2.827 -2.214
C -3.338 2.191 0.104
H -0.685 3.838 0.606
H -3.465 2.019 1.179
H -0.940 2.546 1.839
P 0.718 -2.818 -0.328
C 0.740 -3.122 1.434
C -0.523 -3.817 -1.137
H 2.213 -3.091 -2.169
H 2.771 -3.933 -0.687
H 2.967 -2.144 -0.846
C 2.328 -3.009 -1.079
H -0.565 -3.556 -2.212
H -0.223 -4.873 -0.978
H 1.316 -4.031 1.626
H -0.297 -3.232 1.776
H -1.496 -3.622 -0.647
H 1.198 -2.282 1.966
C -1.635 -0.403 1.303
O -0.963 0.029 2.227
C 0.322 -1.084 -0.509
C 0.873 0.096 -0.535
C 2.069 0.874 -0.420
C 3.158 0.357 0.343
C 4.368 1.050 0.412
C 4.502 2.286 -0.233
C 3.428 2.835 -0.952
C 2.227 2.139 -1.039
H 3.019 -0.573 0.899
H 5.211 0.619 0.959
H 5.440 2.835 -0.169
H 3.521 3.808 -1.438
H 1.393 2.567 -1.600


# 5
C25H50FN2O9 | ωB97M-V with the def2-TZVPD basis set

electronic energy: -50849.2923 eV
HOMO-LUMO gap: 6.9 eV
total charge: +1
spin multiplicity: 1

Element x y z (Å)
C 6.804 -2.183 3.217
C 5.709 -2.706 4.224
C 5.029 -4.076 3.750
C 3.682 -3.784 2.974
C 3.796 -3.972 1.397
N 2.516 -4.598 3.427
C 1.536 -3.921 4.116
N 0.569 -4.868 4.376
C -0.643 -4.377 5.086
C -1.573 -3.669 3.999
O -1.278 -2.264 3.905
C -1.280 -1.878 2.543
O -1.911 -0.916 2.248
C 0.900 -6.132 3.898
C 2.201 -5.940 3.261
C 3.072 -6.992 2.530
C 2.829 -8.445 3.099
O 2.878 -8.671 4.258
F 2.581 -9.507 2.252
H 6.420 -2.011 2.176
H 7.153 -1.172 3.580
H 7.708 -2.856 3.225
H 6.219 -2.866 5.208
H 4.938 -1.900 4.381
H 4.918 -4.779 4.617
H 5.747 -4.498 2.986
H 3.405 -2.709 3.168
H 4.301 -4.937 1.137
H 4.230 -3.079 0.887
H 2.730 -4.082 1.032
H 1.540 -2.843 4.394
H -0.340 -3.634 5.870
H -1.144 -5.263 5.546
H -2.665 -3.846 4.196
H -1.310 -4.168 3.017
H -0.663 -2.437 1.777
H 0.271 -7.043 3.971
H 2.800 -7.058 1.436
H 4.144 -6.681 2.644
C -3.996 4.016 3.829
O -2.965 3.155 4.293
C -2.726 2.064 3.413
C -1.514 2.321 2.526
O -1.742 3.409 1.637
C -1.161 4.622 2.097
H -3.924 4.956 4.376
H -3.907 4.228 2.761
H -4.973 3.566 4.033
H -3.615 1.846 2.812
H -2.523 1.188 4.037
H -1.336 1.437 1.908
H -0.615 2.494 3.129
H -0.084 4.614 1.896
H -1.332 4.782 3.163
H -1.615 5.446 1.545
C -2.234 4.444 -3.154
O -1.427 3.552 -2.400
C -2.156 2.896 -1.365
C -2.562 1.490 -1.780
O -3.487 1.509 -2.863
C -2.866 1.265 -4.117
H -1.709 4.676 -4.081
H -3.205 4.012 -3.405
H -2.381 5.372 -2.591
H -3.028 3.486 -1.069
H -1.493 2.827 -0.502
H -3.069 1.008 -0.937
H -1.683 0.886 -2.032
H -2.673 0.192 -4.230
H -1.931 1.818 -4.228
H -3.552 1.584 -4.902
C -1.443 4.118 -10.253
O -0.977 5.264 -9.556
C -1.910 5.736 -8.591
C -1.546 5.274 -7.188
O -1.644 3.856 -7.066
C -0.381 3.216 -7.172
H -0.589 3.650 -10.743
H -1.902 3.387 -9.583
H -2.166 4.419 -11.017
H -2.928 5.429 -8.853
H -1.873 6.829 -8.619
H -2.260 5.706 -6.479
H -0.546 5.620 -6.907
H 0.164 3.315 -6.226
H 0.222 3.627 -7.985
H -0.554 2.157 -7.369


# 6
C16H30FN2O5S | ωB97M-V with the def2-TZVPD basis set

electronic energy: -43833.4792 eV
HOMO-LUMO gap: 7.5 eV
total charge: +1
spin multiplicity: 1

Element x y z (Å)
C 3.384 -2.677 1.568
C 3.586 -1.288 2.206
O 4.669 -0.890 2.606
N 2.480 -0.424 2.389
H 1.982 -0.556 1.567
H 1.884 -0.767 3.325
C 2.838 0.939 2.860
H 2.563 -3.149 1.575
H 4.081 -3.368 2.328
H 3.788 -2.522 0.660
H 1.994 1.671 3.135
H 3.525 1.396 2.186
H 3.393 0.914 3.874
C -1.519 0.956 1.859
C -1.908 -0.542 1.930
O -3.135 -0.926 1.679
N -0.757 -1.523 2.121
H -0.068 -1.217 1.351
H -0.415 -0.936 2.942
C -1.140 -2.978 2.207
H -2.242 1.382 2.458
H -1.487 1.069 0.681
H -0.589 1.153 2.320
H -0.188 -3.593 1.879
H -1.853 -3.104 1.439
H -1.528 -3.489 3.239
O 0.907 -0.644 0.353
H 0.889 -0.870 -0.676
F 0.959 3.601 1.602
C 0.587 3.932 0.363
C 0.270 5.272 0.024
C -0.019 5.682 -1.304
C 0.028 4.772 -2.275
C 0.410 3.425 -1.987
C 0.676 3.027 -0.719
H 0.180 6.183 0.766
H -0.257 6.720 -1.643
H -0.149 5.209 -3.328
H 0.290 2.606 -2.744
H 1.217 2.116 -0.424
C -2.674 -0.894 -3.642
C -1.154 -1.066 -3.602
C -0.782 -1.838 -2.480
S -2.027 -3.048 -2.380
O -2.012 -3.592 -1.064
O -1.863 -3.867 -3.512
C -3.259 -1.805 -2.728
H -3.192 -0.756 -4.651
H -2.865 0.159 -3.433
H -0.289 -0.359 -3.717
H -0.972 -1.721 -4.453
H -0.835 -1.524 -1.590
H 0.231 -2.322 -2.543
H -3.270 -1.605 -1.726
H -4.386 -2.330 -2.860


# 7
C4H6NP | ωB97M-V with the def2-TZVPD basis set

electronic energy: -15018.7603 eV
HOMO-LUMO gap (spin up / spin down): 7.1 / 8.0 eV
spin multiplicity: 1

Element x y z (Å)
C 0.968 -1.803 0.469
C 0.960 -0.497 0.391
C 0.501 0.846 0.584
C -1.016 0.555 -0.045
N -0.948 0.157 -1.344
P 1.248 -1.372 -1.233
H 0.720 -2.701 1.125
H 0.449 1.112 1.584
H 0.894 1.617 0.032
H -1.772 -0.127 0.437
H -1.601 1.441 -0.065
H -0.404 0.773 -1.934


# 8
C15H20ClCoO | ωB97M-V with the def2-TZVPD basis set

electronic energy: -68072.0698 eV
HOMO-LUMO gap (spin up / spin down): 4.7 / 4.6 eV
total charge: -2
spin multiplicity: 5
⟨S²⟩: 6.02

Element x y z (Å)
Co -0.994 -0.546 -0.031
C 0.486 -1.533 1.451
C -0.958 -1.678 1.560
C -1.417 -2.398 0.375
H -1.549 -1.465 2.438
C -0.273 -2.448 -0.517
C 0.896 -2.019 0.207
H 1.927 -2.147 -0.124
H 1.144 -1.236 2.267
H -2.393 -2.866 0.211
H -0.267 -2.931 -1.487
C 1.811 1.936 0.719
C 2.659 0.829 0.428
C 2.584 0.582 -0.975
H 3.218 0.246 1.155
C 1.681 1.524 -1.541
C 1.206 2.363 -0.495
H 0.498 3.171 -0.611
H 1.643 2.368 1.702
H 3.141 -0.169 -1.530
H 1.420 1.612 -2.588
O -0.862 0.090 -1.724
C -0.822 0.317 -4.353
C -2.117 0.488 -3.666
C -0.265 -1.030 -4.442
C -0.200 1.449 -5.024
C -1.927 0.867 -2.174
H -2.678 -0.466 -3.756
H -2.715 1.263 -4.137
H -1.652 1.946 -2.138
H -2.856 0.707 -1.576
H -0.812 -1.639 -5.193
H -0.322 -1.549 -3.462
H 0.777 -0.973 -4.772
H -0.628 1.610 -6.039
H 0.866 1.212 -5.171
H -0.295 2.403 -4.468
Cl -1.530 1.303 0.994


Question: Which value of spin multiplicity does entry 3 give?
Answer: 1